[1]
Below is C54H54NO3P4Pt as an isolated structure, with properties calculated with ωB97M-V with the def2-TZVPD basis set.

```
117
Properties=species:S:1:pos:R:3:forces:R:3
Pt -0.190531 0.309769 -0.445434 0.343 -0.439 -1.026
O -1.035283 -1.669985 0.396315 1.554 1.040 -0.963
P -2.434188 -1.863242 0.838573 -2.199 -0.415 0.715
C -2.647813 -1.448653 2.616679 0.399 0.287 -0.614
P -2.065982 0.307519 2.778621 -0.127 -0.592 1.412
O -1.700485 0.904151 1.469005 0.581 0.528 -1.263
C -3.459204 1.171074 3.550354 0.385 -0.121 -0.139
C -4.077388 2.207470 2.863335 0.155 0.019 -0.140
C -5.173344 2.848754 3.418710 -0.084 0.017 0.048
C -5.652203 2.450496 4.657700 -0.004 -0.002 -0.048
C -5.036442 1.414106 5.345956 -0.004 -0.072 0.080
C -3.943138 0.772242 4.792602 0.051 -0.030 0.018
C -0.642273 0.254154 3.903582 -0.611 0.002 -0.211
C -0.468981 1.206638 4.897003 -0.069 0.074 0.035
C 0.683445 1.198406 5.665502 0.080 0.046 0.056
C 1.654281 0.233124 5.448637 -0.060 -0.009 0.043
C 1.484541 -0.716042 4.450708 0.025 -0.070 0.007
C 0.338302 -0.704647 3.676979 0.026 -0.115 -0.030
C -2.907971 -3.590331 0.607415 0.214 0.466 0.037
C -2.218332 -4.278315 -0.382573 0.191 0.087 -0.066
C -2.536919 -5.594047 -0.660592 -0.050 -0.069 -0.068
C -3.558329 -6.216662 0.038658 -0.012 0.012 -0.009
C -4.244346 -5.531063 1.028429 -0.139 -0.015 0.061
C -3.918471 -4.218762 1.320224 -0.010 0.055 0.117
C -3.671638 -0.827367 0.002515 0.379 -0.297 0.032
C -5.012785 -0.890438 0.365273 0.170 -0.016 0.057
C -5.930964 -0.079010 -0.274923 -0.133 -0.023 0.071
C -5.520563 0.766435 -1.293278 0.012 -0.030 -0.024
C -4.187655 0.819355 -1.665876 0.001 -0.007 -0.018
C -3.262291 0.024563 -1.013396 0.168 -0.071 0.034
H -2.051783 -2.136922 3.215894 0.044 0.033 0.016
H -3.691262 -1.523771 2.919574 -0.020 0.041 -0.025
H -3.692240 2.495635 1.895237 -0.001 0.054 -0.084
H -5.655594 3.658723 2.888774 0.004 -0.006 -0.036
H -6.513756 2.940040 5.087857 -0.030 0.060 0.026
H -5.407878 1.104647 6.313605 -0.016 0.008 0.000
H -3.462897 -0.037243 5.325261 0.038 -0.076 0.104
H -1.239251 1.943484 5.076616 -0.028 0.108 0.016
H 0.828321 1.946328 6.432034 -0.036 0.009 0.064
H 2.541191 0.212922 6.066147 0.073 0.025 -0.001
H 2.251091 -1.457079 4.270428 0.013 -0.061 -0.001
H 0.207162 -1.441206 2.895283 0.059 -0.066 -0.123
H -1.424701 -3.768532 -0.911635 0.069 -0.026 -0.087
H -1.997758 -6.131219 -1.426694 0.040 -0.030 -0.051
H -3.824995 -7.237364 -0.186699 -0.003 -0.115 -0.014
H -5.042428 -6.015278 1.570494 -0.033 -0.071 0.061
H -4.438953 -3.697048 2.111983 -0.095 0.002 0.037
H -5.335899 -1.570598 1.142342 -0.100 -0.013 0.046
H -6.968422 -0.106347 0.021612 -0.103 -0.035 -0.017
H -6.246546 1.373201 -1.808385 -0.114 0.135 -0.052
H -3.879052 1.471384 -2.469498 0.072 0.056 -0.054
H -2.201105 0.060585 -1.277654 -0.610 0.001 -0.256
C 2.969302 0.103489 -1.974895 0.148 -0.249 -0.507
N 2.802412 0.808455 -0.708652 -1.245 0.642 0.166
P 1.457712 1.891809 -0.721478 0.903 -0.826 0.177
C 1.731371 2.857916 0.797876 -0.689 -0.057 -0.041
C 0.609046 3.167452 1.559234 -0.069 -0.054 -0.110
C 0.732176 3.913218 2.716906 -0.078 0.058 0.056
C 1.977680 4.367037 3.116467 -0.021 -0.050 -0.010
C 3.095200 4.074475 2.351020 0.051 0.097 -0.028
C 2.978657 3.328437 1.191151 0.001 0.018 -0.234
C 1.847495 3.120014 -2.004991 -0.757 -0.356 -0.117
C 3.154459 3.506366 -2.283962 0.058 -0.192 0.133
C 3.385874 4.538446 -3.174523 0.056 0.028 0.014
C 2.324695 5.186328 -3.786613 -0.074 -0.009 -0.009
C 1.023949 4.796181 -3.515459 -0.062 0.114 -0.046
C 0.784419 3.767353 -2.622653 0.007 -0.155 0.095
P 2.450359 -0.105311 0.780270 0.829 -0.160 0.169
C 4.050906 0.337651 1.558539 -0.277 -0.217 0.220
C 5.225714 0.165747 0.831864 0.035 0.062 0.082
C 6.435413 0.561989 1.367188 0.083 -0.046 -0.153
C 6.484323 1.112725 2.638952 0.011 0.041 0.149
C 5.319625 1.276990 3.367587 0.115 0.050 0.122
C 4.101904 0.905698 2.821768 -0.078 -0.202 -0.053
C 2.731037 -1.865972 0.381466 -0.145 0.143 0.065
C 1.860044 -2.505720 -0.497262 -0.061 0.063 0.046
C 2.009608 -3.852471 -0.767324 -0.004 -0.100 -0.080
C 3.002679 -4.587084 -0.140768 -0.061 -0.032 0.038
C 3.834272 -3.970929 0.779497 0.026 -0.142 0.007
C 3.697969 -2.620143 1.044192 0.032 0.177 0.000
H 3.269221 0.820510 -2.741053 0.047 -0.047 -0.016
H 2.045091 -0.389130 -2.296420 0.149 0.005 -0.012
H 3.746216 -0.653602 -1.882960 0.044 0.039 0.016
H -0.358243 2.811690 1.233112 -0.118 -0.036 0.122
H -0.142743 4.147081 3.304779 -0.104 0.019 0.041
H 2.074971 4.954122 4.018045 0.033 0.035 0.061
H 4.063209 4.435936 2.661433 0.135 0.004 -0.007
H 3.851435 3.108664 0.596340 0.147 -0.069 -0.006
H 3.980135 2.998421 -1.807250 0.100 -0.040 0.030
H 4.396859 4.846623 -3.390664 0.122 -0.010 -0.007
H 2.511226 5.996558 -4.475747 0.022 0.037 -0.057
H 0.200929 5.298599 -3.998920 -0.109 0.037 -0.031
H -0.222977 3.448709 -2.389807 -0.135 0.049 -0.097
H 5.186225 -0.283404 -0.149704 0.065 -0.002 -0.092
H 7.344002 0.434959 0.797224 0.080 -0.023 -0.036
H 7.432731 1.406676 3.063029 0.082 0.034 0.032
H 5.357694 1.693088 4.363982 0.011 0.091 0.061
H 3.186810 1.067652 3.372883 -0.065 0.024 0.039
H 1.053262 -1.960739 -0.965045 0.022 -0.043 -0.170
H 1.344052 -4.338217 -1.467005 -0.070 -0.005 -0.059
H 3.102258 -5.641875 -0.349188 0.068 -0.083 -0.015
H 4.593890 -4.544008 1.289107 0.071 -0.041 0.068
H 4.342925 -2.144383 1.767573 0.123 -0.035 0.022
C -1.696569 -1.615537 -3.916566 0.394 0.477 0.187
C -0.392236 -0.817799 -3.659159 -0.525 0.269 -1.594
C -0.533164 0.622353 -4.180514 0.080 -0.426 0.211
C 0.736398 -1.542337 -4.434293 -0.244 0.391 0.356
O -0.102927 -0.865197 -2.322890 0.510 0.473 3.313
H -1.890673 -1.679011 -4.982781 -0.127 -0.028 -0.161
H -2.539876 -1.141982 -3.422147 -0.154 0.073 0.033
H -1.585848 -2.619259 -3.516924 0.028 -0.176 0.047
H -0.741556 0.634272 -5.246328 -0.052 0.021 -0.149
H 0.393718 1.165187 -4.001998 0.100 0.083 0.021
H -1.342285 1.126985 -3.655203 -0.120 0.087 0.075
H 0.453364 -1.682873 -5.473360 0.000 -0.025 -0.153
H 0.917379 -2.512459 -3.978909 0.021 -0.137 0.030
H 1.654614 -0.963644 -4.397487 0.180 0.060 -0.032
```
Forces are in eV/Å.

Calculated values
Total charge: +1
Gap between HOMO and LUMO (alpha / beta) in eV: 6.5 / 6.5

***

[2]
Below is an isolated ion of composition C5H10N3 and charge +1, with properties calculated with ωB97M-V with the def2-TZVPD basis set.

```
18
Properties=species:S:1:pos:R:3:forces:R:3
C 1.526400 -0.213149 1.247584 0.668 0.020 -0.802
C 0.878954 -0.304091 -0.135028 0.182 0.972 0.577
C 1.381512 0.707287 -1.135078 0.555 -1.810 -2.594
N -0.632092 -0.176030 -0.154278 0.107 -1.528 2.122
C -1.573521 -1.026079 0.376510 2.144 -1.610 -0.555
C -2.766301 -0.424710 0.142970 -2.396 1.880 1.324
N -2.529713 0.835885 -0.352316 -1.899 -0.907 0.233
N -1.282200 0.929839 -0.477154 1.594 -0.630 -0.589
H 1.966372 0.700804 1.553372 -0.539 1.556 0.116
H 2.401909 -0.816918 1.398498 0.502 -0.922 -1.002
H 0.912973 -0.627780 1.966148 -1.677 -0.382 1.761
H 1.059659 -1.312540 -0.439660 -0.095 -0.531 -0.764
H 1.157462 1.732527 -0.971118 -0.099 0.930 0.767
H 0.872199 0.442233 -2.140516 1.227 0.437 1.234
H 2.497008 0.624427 -1.227430 -1.120 0.041 -0.085
H -1.297164 -2.057904 0.791702 -0.443 1.937 -0.746
H -3.804507 -0.647669 0.542298 1.624 0.027 -0.989
H -0.768951 1.633860 -0.986509 -0.334 0.521 -0.008
```
Forces are in eV/Å.

Calculated values
Total charge: +1
Gap between HOMO and LUMO in eV: 11.6
Energy relative to the best compared isomer or geometry (same formula, charge and spin) in kcal per mole: 66.4
SMILES: CC(C)[n+]1ccn[nH]1

***

[3]
Below is C12H26KO16 as an isolated structure, with properties calculated with ωB97M-V with the def2-TZVPD basis set.

```
55
Properties=species:S:1:pos:R:3:forces:R:3
K -2.059802 19.125713 8.388352 -0.689 -1.011 -0.200
C -3.167961 12.537871 9.821690 1.141 0.070 -0.518
C -1.662974 12.807581 9.680757 2.139 0.435 0.053
O -0.994502 12.864068 10.754167 -0.685 -0.073 0.265
O -1.103861 12.931585 8.554262 -1.043 -0.284 -0.344
H -3.548413 12.226787 8.848908 -0.234 -0.181 0.141
H -3.666543 13.455592 10.124998 -0.122 -0.125 0.243
H -3.171382 11.768927 10.591352 -0.780 0.038 0.024
C -5.424462 16.483558 10.930043 0.552 0.225 -1.388
C -4.989927 17.944734 11.069231 -0.109 0.076 1.461
O -3.926564 18.371763 10.478544 -0.066 -0.170 -0.694
O -5.586976 18.650223 11.912309 0.084 -0.042 -0.641
H -4.654384 15.838281 11.357662 -0.091 0.056 0.232
H -5.423962 16.235067 9.862905 0.011 -0.025 0.015
H -6.408750 16.237770 11.312524 0.067 0.331 0.377
C -9.544713 14.034382 12.333525 -0.196 0.007 0.091
C -10.560997 14.967180 13.052391 0.414 0.632 0.590
O -11.512671 15.440444 12.376196 -0.071 -0.539 -0.290
O -10.323201 15.221435 14.259110 -0.213 -0.241 -0.027
H -8.771253 13.608805 12.972288 -0.279 0.077 0.407
H -8.989704 14.585947 11.570702 -0.391 -0.003 -0.258
H -10.127777 13.218307 11.893118 0.196 0.052 -0.328
C -5.769228 12.830117 12.773232 0.455 -0.055 -0.107
C -5.627792 12.201464 14.188817 -0.486 0.431 0.247
O -6.502243 12.580825 15.011356 0.245 -0.336 -0.063
O -4.678984 11.405294 14.406368 -0.022 -0.140 -0.192
H -4.870179 12.692868 12.170474 0.001 -0.140 0.091
H -5.958698 13.901823 12.838601 -0.085 -0.008 0.220
H -6.613113 12.412950 12.217393 -0.051 -0.141 0.182
C -3.728131 15.779777 6.837926 -0.737 -0.628 -0.136
C -3.219980 16.700094 5.726513 0.207 -0.322 0.071
O -2.325790 17.539794 6.062535 0.155 0.717 0.350
O -3.666876 16.513352 4.579012 0.191 0.101 -0.049
H -3.895795 16.256310 7.804313 0.268 0.162 -0.036
H -3.081124 14.909678 6.983581 0.374 0.307 0.061
H -4.679557 15.338937 6.527747 -0.072 0.205 -0.014
C -6.569548 18.011161 7.062964 -1.290 0.988 0.135
C -7.263613 19.389828 6.852042 0.209 0.958 -0.177
O -7.156145 19.921018 5.711684 0.020 -0.507 -0.004
O -7.835386 19.950551 7.826453 0.030 -0.588 0.115
H -6.917971 17.600614 8.010068 0.297 -0.071 0.085
H -5.495837 18.188540 7.057249 0.003 -0.384 -0.179
H -6.931059 17.377565 6.254405 0.578 -0.177 -0.113
O -3.362398 19.489616 13.359961 0.511 0.130 0.080
H -3.591032 20.419549 13.419634 -0.230 -0.045 -0.116
H -3.941686 19.145911 12.643984 -0.238 0.175 0.286
O -4.066565 21.387792 10.207627 0.196 -0.149 -0.225
H -4.239778 20.430904 10.366113 -0.007 0.065 0.123
H -3.146465 21.515272 10.453543 -0.052 -0.177 0.237
O -8.792305 19.784840 10.427793 0.140 -0.014 0.141
H -8.366113 19.607736 9.560899 -0.086 0.324 -0.178
H -8.097232 19.603328 11.071032 -0.022 -0.135 -0.046
O -1.458945 17.161410 10.409651 0.103 0.517 -0.207
H -2.387956 17.483136 10.414173 -0.235 -0.206 0.389
H -1.425511 16.481758 11.089155 -0.007 -0.163 -0.182
```
Forces are in eV/Å.

Calculated values
Total charge: -5
Gap between HOMO and LUMO in eV: 3.7

***

| no. | calculated total energy (eV) | largest force on an atom (eV Å⁻¹) |
| --- | --- | --- |
| 1 | -104906.07325 | 3.39 |
| 2 | -9808.86682 | 3.32 |
| 3 | -61944.26019 | 2.18 |